[1]
Here is C12H33CuO9 as an isolated structure in a non-equilibrium geometry from the Open Molecules 2025 dataset. Energies are from wB97M-V/def2-TZVPD.

Geometry as ORCA input:
```
! RIJCOSX wB97M-V def2-TZVPD def2/J DEFGRID3
* xyz -1 2
Cu -0.691 0.298 -0.055
C 0.598 3.362 2.801
C -0.272 2.741 1.709
O -0.573 1.400 1.810
H 0.196 3.508 3.811
H 0.990 4.369 2.590
H 1.549 2.840 2.936
H 0.368 2.809 0.802
H -1.079 3.440 1.405
C -1.620 -3.536 0.106
C -2.294 -2.329 0.772
O -1.379 -1.374 1.179
H -2.252 -4.421 -0.063
H -0.798 -3.930 0.704
H -1.315 -3.256 -0.904
H -3.004 -2.577 1.570
H -2.877 -1.886 -0.059
C 1.917 -2.693 -0.801
C 2.366 -1.228 -0.917
O 1.432 -0.359 -0.383
H 1.980 -2.926 0.261
H 2.600 -3.340 -1.369
H 0.932 -2.856 -1.238
H 2.578 -0.969 -1.970
H 3.288 -1.197 -0.314
C -2.645 2.575 -0.983
C -1.545 2.746 -2.007
O -0.393 2.067 -1.545
O -2.858 1.183 -0.754
H -3.655 2.935 -1.197
H -2.326 3.159 -0.113
H -1.314 3.809 -2.135
H -1.902 2.445 -3.001
H 0.364 2.419 -2.019
H -3.792 0.984 -0.707
C 2.468 0.072 3.072
C 2.228 0.194 4.521
O 0.856 0.423 4.807
O 1.612 -0.873 2.466
H 3.567 -0.050 3.002
H 2.284 0.965 2.468
H 2.775 1.082 4.891
H 2.668 -0.566 5.183
H 0.779 1.029 5.544
H 1.592 -0.687 1.504
C -0.373 -0.355 -3.392
C -0.114 -1.754 -3.907
O 0.407 -1.591 -5.259
O -1.175 -0.511 -2.215
H -0.944 0.183 -4.152
H 0.583 0.093 -3.137
H -0.946 -2.463 -3.937
H 0.641 -2.263 -3.305
H 0.601 -2.473 -5.589
H -2.082 -0.667 -2.487
*
```

Computed properties:
**HOMO level (alpha / beta)**: -4.0 / -3.7 eV
**Gap between HOMO and LUMO (alpha / beta)**: 6.399 / 6.087 eV
**E_tot**: -76040.902 eV
**Molecular weight**: 384.933 u

Results of the natural (NBO) charge analysis, in e, for atoms 1 through 8:
1. Cu 1.421
2. C -0.627
3. C -0.048
4. O -0.881
5. H 0.181
6. H 0.176
7. H 0.201
8. H 0.117


[2]
Here is C12H33F4N5O11PbS4 as an isolated structure in a non-equilibrium geometry from the Open Molecules 2025 dataset. Energies are from wB97M-V/def2-TZVPD.

Geometry as ORCA input:
```
! RIJCOSX wB97M-V def2-TZVPD def2/J DEFGRID3
* xyz 0 1
Pb 0.014 -0.561 0.100
N 0.474 -0.008 -2.348
S -0.494 0.415 -3.478
O -0.919 -0.575 -4.451
O -0.425 1.776 -3.944
F -1.812 0.386 -2.538
S 1.648 -0.794 -3.284
O 1.845 -0.170 -4.558
O 1.664 -2.226 -3.157
F 2.980 -0.318 -2.536
N 0.210 -1.353 2.437
S 0.267 -0.514 3.919
O 1.580 -0.241 4.426
O -0.782 -0.751 4.864
F -0.124 0.928 3.281
S 0.308 -2.742 3.057
O -0.912 -3.230 3.623
O 1.586 -3.068 3.632
F 0.288 -3.558 1.653
C -3.205 2.553 -0.587
C -1.754 2.623 -0.228
C -1.334 4.048 0.167
O 0.075 4.211 0.235
C 0.414 5.423 0.875
N -1.471 1.652 0.887
H -3.530 3.036 -1.505
H -3.782 2.925 0.267
H -3.455 1.494 -0.686
H -1.138 2.415 -1.108
H -1.854 4.396 1.068
H -1.659 4.770 -0.592
H 1.490 5.391 1.050
H -0.112 5.532 1.827
H 0.224 6.321 0.280
H -0.684 1.929 1.467
H -2.203 1.864 1.568
C 4.172 1.966 0.348
C 3.000 0.999 0.174
C 3.374 -0.398 0.526
O 2.404 -1.362 0.182
C 2.966 -2.676 -0.012
N 1.936 1.366 1.085
H 3.755 2.961 0.199
H 4.929 1.800 -0.421
H 4.640 1.913 1.332
H 2.608 1.063 -0.840
H 3.527 -0.463 1.614
H 4.381 -0.648 0.176
H 3.263 -3.049 0.966
H 3.774 -2.654 -0.744
H 2.230 -3.334 -0.468
H 2.319 1.370 2.029
H 1.616 2.310 0.907
C -2.081 -4.183 -2.281
C -1.742 -2.823 -1.633
C -2.786 -2.391 -0.583
O -2.538 -1.107 0.009
C -3.310 -0.976 1.168
N -0.395 -2.919 -1.034
H -1.327 -4.383 -3.042
H -3.094 -4.212 -2.674
H -1.883 -4.951 -1.527
H -1.697 -2.076 -2.428
H -2.915 -3.189 0.155
H -3.746 -2.318 -1.104
H -2.993 -1.625 1.996
H -4.378 -1.188 1.045
H -3.286 0.003 1.643
H 0.294 -2.943 -1.784
H -0.436 -3.865 -0.662
*
```

Computed properties:
**Energy relative to the best compared isomer or geometry (same formula, charge and spin)**: 0.0 kJ/mol
**HOMO level**: -9.7 eV
**Gap between HOMO and LUMO**: 9.692 eV
**E_tot**: -102408.445 eV
**Molecular weight**: 834.880 u

Results of the natural (NBO) charge analysis, in e, for atoms 1 through 8:
1. Pb 1.551
2. N -1.258
3. S 2.469
4. O -0.909
5. O -0.884
6. F -0.518
7. S 2.463
8. O -0.868


[3]
Here is a 3-piece molecular cluster, C12H33N2O5PS2 overall from the Open Molecules 2025 dataset. Energies are from wB97M-V/def2-TZVPD.

Geometry as ORCA input:
```
! RIJCOSX wB97M-V def2-TZVPD def2/J DEFGRID3
* xyz 0 1
O -1.656 6.884 2.057
S -2.515 7.313 0.990
O -1.862 6.753 -0.436
S -1.245 5.187 -0.436
O -3.826 6.337 1.152
P -5.123 6.435 0.055
O -4.412 5.963 -1.327
O -5.752 5.010 0.443
H -2.383 4.476 -0.527
H -4.153 6.731 -1.851
H -5.059 4.330 0.445
C -4.220 1.427 1.627
C -3.486 0.355 0.837
N -2.198 0.800 0.338
C -1.622 -0.087 -0.657
C -1.239 -1.506 -0.222
C -1.279 1.311 1.342
C -0.888 0.392 2.506
H -4.304 2.346 1.044
H -5.227 1.086 1.869
H -3.722 1.663 2.568
H -4.098 0.085 -0.028
H -3.411 -0.552 1.458
H -0.743 0.404 -1.085
H -2.339 -0.163 -1.481
H -0.345 -1.511 0.398
H -1.022 -2.112 -1.105
H -2.043 -2.002 0.322
H -1.714 2.223 1.760
H -0.372 1.646 0.832
H -1.754 -0.105 2.946
H -0.418 0.984 3.294
H -0.169 -0.371 2.209
C 6.172 -3.622 -1.765
C 5.151 -2.846 -0.947
N 3.853 -2.761 -1.591
C 2.968 -1.786 -0.982
C 2.509 -2.024 0.462
C 3.248 -4.029 -1.957
C 3.015 -5.064 -0.848
H 6.246 -3.218 -2.775
H 7.154 -3.548 -1.296
H 5.925 -4.682 -1.835
H 5.520 -1.826 -0.816
H 5.096 -3.287 0.061
H 2.086 -1.676 -1.620
H 3.475 -0.816 -1.021
H 1.774 -2.825 0.528
H 2.034 -1.118 0.846
H 3.341 -2.260 1.126
H 3.873 -4.491 -2.725
H 2.300 -3.818 -2.458
H 3.890 -5.183 -0.208
H 2.805 -6.037 -1.296
H 2.163 -4.812 -0.218
*
```

Computed properties:
**Energy relative to the best compared isomer or geometry (same formula, charge and spin)**: 0.0 kJ/mol
**HOMO level**: -8.2 eV
**Gap between HOMO and LUMO**: 8.520 eV
**E_tot**: -57156.123 eV
**Molecular weight**: 380.513 u

Results of the natural (NBO) charge analysis, in e, for atoms 1 through 8:
1. O -0.895
2. S 1.764
3. O -0.864
4. S 0.312
5. O -1.006
6. P 1.562
7. O -1.002
8. O -0.977


[4]
Here is a 10-piece molecular cluster, C12H33N9O21 overall in a non-equilibrium geometry from the Open Molecules 2025 dataset. Energies are from wB97M-V/def2-TZVPD.

Geometry as ORCA input:
```
! RIJCOSX wB97M-V def2-TZVPD def2/J DEFGRID3
* xyz 0 1
C 26.695 28.442 26.079
N 25.683 29.279 25.330
O 24.555 29.486 25.800
O 26.070 29.700 24.299
H 26.745 28.830 27.097
H 27.599 28.330 25.481
H 26.235 27.455 26.126
C 23.549 21.179 21.427
N 23.017 20.425 20.260
O 23.619 20.698 19.206
O 22.176 19.536 20.401
H 22.852 20.978 22.242
H 23.500 22.244 21.202
H 24.562 20.805 21.573
C 31.258 28.809 23.412
N 30.883 27.361 23.685
O 29.698 27.124 23.733
O 31.763 26.509 23.753
H 30.866 29.092 22.435
H 32.340 28.830 23.543
H 30.684 29.377 24.144
C 25.042 21.457 24.799
N 24.455 22.464 25.746
O 23.621 23.268 25.374
O 25.009 22.529 26.795
H 25.625 20.759 25.399
H 25.682 21.928 24.053
H 24.275 20.947 24.215
C 23.312 29.511 22.716
N 23.118 28.172 21.986
O 22.015 27.751 21.768
O 24.136 27.558 21.698
H 24.300 29.934 22.535
H 23.167 29.287 23.773
H 22.523 30.187 22.386
C 29.100 21.381 22.095
N 27.878 20.621 22.515
O 27.106 20.371 21.590
O 27.702 20.234 23.691
H 29.690 21.810 22.904
H 28.691 22.164 21.457
H 29.738 20.682 21.553
C 29.832 25.595 20.673
N 28.868 26.726 20.640
O 29.284 27.928 20.611
O 27.680 26.477 20.789
H 30.524 25.768 21.497
H 30.346 25.557 19.712
H 29.248 24.678 20.753
C 25.493 23.775 18.689
N 27.027 23.668 18.848
O 27.460 22.721 19.463
O 27.708 24.509 18.404
H 25.188 22.737 18.558
H 25.260 24.361 17.800
H 25.092 24.154 19.629
C 26.183 25.788 23.496
N 26.526 24.445 22.986
O 27.681 24.044 23.207
O 25.677 23.790 22.442
H 26.119 26.351 22.565
H 26.960 26.168 24.159
H 25.292 25.674 24.113
C 28.313 22.575 26.133
O 29.194 23.598 26.554
C 28.638 24.830 26.921
O 27.438 25.128 26.958
O 29.626 25.610 27.318
C 29.297 26.992 27.767
H 28.410 21.716 26.797
H 28.590 22.244 25.133
H 27.270 22.885 26.202
H 29.457 27.691 26.946
H 30.098 27.361 28.408
H 28.370 27.183 28.306
*
```

Computed properties:
**Energy relative to the best compared isomer or geometry (same formula, charge and spin)**: 0.0 kJ/mol
**HOMO level**: -11.0 eV
**Structure (SMILES)**: C[N+](=O)[O-].C[N+](=O)[O-].C[N+](=O)[O-].C[N+](=O)[O-].C[N+](=O)[O-].C[N+](=O)[O-].C[N+](=O)[O-].C[N+](=O)[O-].C[N+](=O)[O-].COC(=O)OC
**Gap between HOMO and LUMO**: 10.684 eV
**E_tot**: -69361.519 eV
**Molecular weight**: 639.438 u

Results of the Löwdin charge analysis, in e, for atoms 1 through 8:
1. C 0.044
2. N -0.434
3. O 0.043
4. O 0.084
5. H 0.104
6. H 0.082
7. H 0.086
8. C 0.035